Record 1
3 unconnected molecules or ions with the total composition C30H52BrN6O4 at a distorted geometry. Source: the Open Molecules 2025 dataset; level of theory: wB97M-V/def2-TZVPD.

Properties
Kohn-Sham gap (alpha / beta) = 6.23 / 6.91 eV
2S+1 = 3
Total charge = +1
HOMO level (alpha / beta) = -10.48 / -11.15 eV

Element x y z (Å)
O: 3.396 0.831 -2.470
C: 2.929 1.874 -2.256
N: 2.231 2.937 -2.326
N: 0.864 2.647 -2.351
C: 0.216 2.282 -3.442
N: 0.967 2.190 -4.666
C: 0.611 0.997 -5.490
C: 1.557 -0.272 -5.201
C: 0.787 -1.552 -5.791
Br: -0.359 -2.224 -4.293
N: -1.218 2.038 -3.310
C: -1.964 2.747 -4.412
O: -3.259 3.178 -4.025
C: -4.210 2.130 -4.060
C: -4.138 0.844 -3.304
C: -5.275 -0.148 -3.430
C: -6.489 0.101 -4.263
C: -6.553 1.386 -5.041
C: -5.428 2.362 -4.919
H: 0.359 2.757 -1.453
H: 0.928 3.060 -5.215
H: -0.446 0.631 -5.333
H: 0.692 1.314 -6.581
H: 1.748 -0.424 -4.103
H: 2.484 -0.112 -5.825
H: 0.142 -1.278 -6.682
H: 1.533 -2.352 -6.069
H: -1.302 1.014 -3.395
H: -1.365 3.698 -4.613
H: -1.940 2.170 -5.391
H: -3.245 0.631 -2.653
H: -5.249 -1.116 -2.845
H: -7.343 -0.638 -4.323
H: -7.449 1.616 -5.692
H: -5.523 3.318 -5.515
C: 4.281 1.183 2.353
C: 2.887 1.814 2.127
C: 3.057 3.128 1.344
C: 3.655 4.245 2.193
C: 2.835 4.455 3.462
C: 2.599 3.165 4.272
N: 2.174 2.009 3.423
O: 0.871 2.174 3.142
C: 3.877 2.785 5.055
C: 1.579 3.488 5.391
C: 2.173 0.778 1.230
H: 4.708 0.844 1.405
H: 5.017 1.870 2.762
H: 4.219 0.312 3.010
H: 2.086 3.463 0.956
H: 3.693 2.964 0.467
H: 4.697 4.024 2.445
H: 3.674 5.173 1.614
H: 3.331 5.203 4.088
H: 1.871 4.891 3.175
H: 3.779 1.798 5.511
H: 4.064 3.496 5.864
H: 4.783 2.799 4.451
H: 0.643 3.891 4.999
H: 1.978 4.246 6.069
H: 1.351 2.600 5.985
H: 2.032 -0.167 1.763
H: 2.763 0.563 0.334
H: 1.196 1.121 0.878
C: 0.216 -2.722 3.049
C: -0.994 -2.733 2.086
C: -2.286 -2.847 2.913
C: -2.481 -4.239 3.508
C: -2.422 -5.304 2.418
C: -1.166 -5.217 1.529
N: -0.863 -3.825 1.076
O: -1.701 -3.538 0.068
C: 0.058 -5.791 2.280
C: -1.352 -6.200 0.348
C: -0.934 -1.335 1.430
H: 0.228 -1.803 3.641
H: 0.208 -3.527 3.780
H: 1.161 -2.765 2.499
H: -3.155 -2.607 2.289
H: -2.282 -2.109 3.721
H: -1.731 -4.440 4.278
H: -3.451 -4.287 4.011
H: -2.484 -6.294 2.881
H: -3.320 -5.203 1.796
H: 0.982 -5.600 1.728
H: -0.028 -6.874 2.395
H: 0.174 -5.407 3.291
H: -2.260 -5.999 -0.224
H: -1.441 -7.226 0.710
H: -0.499 -6.163 -0.335
H: -0.027 -1.227 0.827
H: -0.921 -0.546 2.186
H: -1.796 -1.129 0.790

Forces on atoms 1 to 3 (eV/Å):
O 0.20 1.92 1.13
C -1.65 -0.83 -1.94
N 1.46 -1.08 0.78

---

Record 2
A molecular structure, C30H52Cl3CoNO5S2Si. Source: the Open Molecules 2025 dataset; level of theory: wB97M-V/def2-TZVPD.

Properties
Kohn-Sham gap (alpha / beta) = 7.44 / 7.79 eV
2S+1 = 2
Total charge = 0
HOMO level (alpha / beta) = -7.47 / -7.55 eV

Element x y z (Å)
Co: 0.705 -0.598 -0.282
C: 0.241 3.445 -1.889
C: -0.852 2.475 -2.321
C: -0.506 1.825 -3.650
C: -2.191 3.195 -2.432
O: -0.950 1.397 -1.360
Si: -1.714 1.414 0.117
S: -1.155 -0.345 1.063
O: -1.256 2.810 0.846
C: -1.872 3.526 1.932
C: -2.405 2.547 2.973
C: -0.785 4.398 2.534
C: -2.994 4.389 1.366
O: -3.335 1.584 -0.077
C: -4.368 0.664 -0.449
C: -4.847 -0.053 0.808
C: -3.846 -0.338 -1.474
C: -5.483 1.510 -1.047
H: 0.373 4.218 -2.649
H: 1.187 2.915 -1.772
H: -0.009 3.916 -0.938
H: -0.555 2.560 -4.457
H: -1.208 1.018 -3.863
H: 0.494 1.412 -3.626
H: -2.102 4.032 -3.127
H: -2.512 3.584 -1.465
H: -2.963 2.519 -2.802
H: -1.610 1.881 3.309
H: -3.206 1.936 2.553
H: -2.801 3.090 3.833
H: 0.012 3.778 2.942
H: -1.189 5.017 3.337
H: -0.362 5.051 1.769
H: -3.721 3.766 0.847
H: -2.590 5.118 0.660
H: -3.501 4.930 2.168
H: -4.020 -0.595 1.268
H: -5.643 -0.761 0.567
H: -5.234 0.671 1.527
H: -3.014 -0.902 -1.049
H: -3.488 0.176 -2.369
H: -4.643 -1.028 -1.762
H: -5.800 2.271 -0.332
H: -6.344 0.889 -1.299
H: -5.136 2.011 -1.952
O: -0.179 -1.734 -1.628
S: -0.194 -3.206 -2.030
C: -1.969 -3.616 -2.018
C: -2.244 -4.506 -0.802
C: -1.186 -4.146 0.238
C: 0.127 -4.142 -0.533
H: -2.233 -4.065 -2.974
H: -2.444 -2.639 -1.938
H: -2.140 -5.556 -1.082
H: -3.260 -4.359 -0.438
H: -1.160 -4.848 1.071
H: -1.368 -3.146 0.639
H: 0.438 -5.143 -0.844
H: 0.963 -3.625 -0.063
Cl: 3.037 3.989 1.214
C: 3.224 2.388 1.939
Cl: 4.869 1.801 1.769
Cl: 2.724 2.387 3.629
C: 2.355 1.463 1.188
N: 1.711 0.801 0.521
C: 1.607 -1.182 3.111
C: 2.774 -2.147 2.921
C: 2.267 -3.582 2.760
C: 3.745 -1.764 1.816
C: 5.073 -1.579 2.185
C: 6.069 -1.315 1.260
C: 5.723 -1.272 -0.078
C: 4.414 -1.466 -0.507
C: 4.195 -1.550 -2.005
C: 3.715 -2.941 -2.427
C: 3.296 -0.475 -2.590
C: 3.388 -1.677 0.448
O: 2.111 -1.876 0.072
H: 0.980 -1.507 3.945
H: 0.979 -1.133 2.224
H: 1.957 -0.172 3.337
H: 3.364 -2.120 3.842
H: 1.561 -3.644 1.936
H: 1.754 -3.910 3.667
H: 3.087 -4.273 2.561
H: 5.328 -1.651 3.237
H: 7.096 -1.176 1.574
H: 6.492 -1.112 -0.826
H: 5.186 -1.405 -2.448
H: 2.749 -3.154 -1.974
H: 4.419 -3.710 -2.102
H: 3.615 -3.005 -3.513
H: 2.247 -0.684 -2.381
H: 3.397 -0.448 -3.677
H: 3.542 0.516 -2.202

Forces on atoms 1 to 3 (eV/Å):
Co -0.01 -0.46 -0.20
C 0.04 0.00 -0.01
C -0.18 -0.07 0.16